Molecular formula: CH6N3O
Method: DFT, the ωB97M-V functional and the def2-TZVPD basis

```
11
Properties=species:S:1:pos:R:3
C 0.65945 0.28128 0.05546
N -0.42336 0.50246 -2.52968
N 0.46692 -0.13783 1.26949
N -0.44704 -0.80956 1.98718
O -0.30264 1.58637 -3.05815
H 1.52947 0.75420 -0.15902
H -0.03893 0.19458 -0.79693
H 1.31576 -0.10858 1.87084
H -1.29320 0.04612 -2.98347
H -1.34178 -0.95110 1.61371
H -0.12466 -1.35794 2.73057
```

Computed properties:
HOMO energy (spin up / spin down) in eV: -13.74 / -13.74
Total charge: +1


Molecular formula: CH2BrNO
Method: DFT, the ωB97M-V functional and the def2-TZVPD basis

```
6
Properties=species:S:1:pos:R:3
O 0.91763 -1.33469 0.25628
C 0.08254 -0.76894 -0.33455
N -0.37354 0.94916 -0.11604
Br 0.93419 1.78473 1.01346
H -0.43102 -1.18198 -1.18973
H -1.12981 0.55172 0.37058
```

Computed properties:
HOMO energy in eV: -9.84
SMILES string: O=CNBr


Molecular formula: C5H13N2O
Method: DFT, the ωB97M-V functional and the def2-TZVPD basis

```
21
Properties=species:S:1:pos:R:3
C -0.91197 1.20388 1.79905
N -1.11317 -0.14787 1.77102
C -2.40693 -0.70729 1.34110
O -1.32534 1.98019 0.98045
H -0.23261 1.54111 2.59560
H -0.58232 -0.62372 2.48730
H -3.19974 -0.35138 1.99595
H -2.38873 -1.78876 1.33423
H -2.63170 -0.30976 0.35213
C 1.95300 -1.29327 -1.19027
C 1.38213 0.09732 -1.26976
C 1.99561 1.20406 -1.63728
N -0.05712 0.16251 -0.94939
H 3.02516 -1.28259 -1.02929
H 1.49440 -1.83015 -0.35725
H 1.73126 -1.82407 -2.11683
H 1.49227 2.16151 -1.71390
H 3.04772 1.21057 -1.87669
H -0.65987 -0.24733 -1.66587
H -0.34033 1.14124 -0.81494
H -0.27171 -0.29622 -0.03535
```

Computed properties:
HOMO energy in eV: -14.18
Total charge: +1


Relative energy (zero: lowest compared OMol25 entry of this formula, charge and spin)
In order: 4.433; 2.701; 1.491
Unit: eV